23
Properties=species:S:1:pos:R:3:nbo_charge:R:1 method="wB97M-V/def2-TZVPD" de_lowest_kj_mol=31.5 e_tot_ha=-3753.1023 orbital_gap_ev=7.35
H -2.743 -1.351 2.385 0.210
C 1.183 -1.154 -0.301 -0.587
H 2.107 0.836 0.838 0.204
H 2.135 -0.858 -0.574 0.209
S -2.770 0.463 -2.225 -0.004
C -0.860 -0.150 0.631 -0.272
H -1.402 -1.705 -1.524 0.437
C -2.520 1.245 -0.810 -0.443
H 0.242 0.499 -1.204 0.197
C 1.268 1.329 0.338 -0.610
N -1.983 -1.871 -0.730 -0.725
H -0.725 0.354 1.557 0.219
Br -3.905 1.614 0.481 0.059
H 0.498 -1.757 -0.919 0.195
N -3.663 -2.391 0.934 -0.543
S -3.383 -2.932 -0.579 0.706
C -2.762 -1.630 1.335 0.057
C -1.746 -1.222 0.410 0.105
H 0.773 2.001 0.947 0.213
H 1.224 -1.571 0.700 0.205
H -1.635 1.853 -0.831 0.197
C 0.417 0.211 -0.193 -0.243
H 1.701 1.830 -0.529 0.214